(1)
{
  "formula": "C30H30BrN8O3S5SbV",
  "method": "the ωB97M-V functional and the def2-TZVPD basis",
  "elements": ["V", "C", "C", "N", "C", "S", "N", "N", "C", "C", "C", "C", "C", "C", "C", "N", "H", "H", "H", "H", "H", "H", "H", "H", "H", "H", "H", "H", "H", "C", "O", "C", "C", "C", "Br", "C", "C", "C", "O", "C", "N", "C", "C", "C", "C", "C", "C", "N", "H", "H", "H", "H", "H", "H", "H", "H", "H", "H", "H", "S", "Sb", "S", "S", "S", "N", "C", "O", "C", "C", "C", "N", "C", "C", "H", "H", "H", "H", "H", "H"],
  "xyz": [[-0.92255, 0.00660, -0.18147], [-5.15146, 1.31421, -4.43855], [-3.68986, 0.89725, -4.60918], [-3.44736, -0.49128, -4.31573], [-3.23653, -0.92859, -3.02796], [-3.37795, -2.60555, -2.78025], [-2.83349, -0.03886, -2.16647], [-2.62800, -0.25836, -0.87670], [-3.57366, -0.65030, -0.05062], [-4.99566, -0.91458, -0.44063], [-3.14510, -0.68305, 1.30982], [-3.92671, -1.13497, 2.38058], [-3.41939, -1.07290, 3.65992], [-2.14618, -0.54769, 3.84878], [-1.42632, -0.13744, 2.74271], [-1.87596, -0.22693, 1.49618], [-5.26490, 2.37571, -4.64886], [-5.79449, 0.74747, -5.10975], [-5.46664, 1.13282, -3.41464], [-3.37037, 1.09483, -5.64015], [-3.07011, 1.47273, -3.91949], [-3.92320, -1.16197, -4.90126], [-5.18208, -1.98484, -0.52998], [-5.66439, -0.48450, 0.29963], [-5.20603, -0.45370, -1.40317], [-4.91835, -1.51485, 2.19082], [-4.00758, -1.39460, 4.50695], [-1.72620, -0.40507, 4.83062], [-0.44533, 0.30322, 2.87743], [-0.38063, -3.46568, 0.46348], [0.20384, -2.19134, 0.58801], [1.36374, -2.06978, 1.31078], [2.05449, -3.14196, 1.84513], [3.23343, -2.86818, 2.53426], [4.24732, -4.33240, 3.21204], [3.68662, -1.59808, 2.73708], [2.97660, -0.48739, 2.23849], [1.81362, -0.73755, 1.47899], [1.03752, 0.17409, 0.86617], [3.54052, 0.79376, 2.60682], [4.67252, 0.85256, 3.29463], [4.92502, 2.17293, 3.49912], [5.97331, 2.80976, 4.16012], [5.96220, 4.18892, 4.19398], [4.94802, 4.93630, 3.58818], [3.88984, 4.32705, 2.94142], [3.89241, 2.94326, 2.90757], [3.02769, 2.04205, 2.36097], [-0.61457, -3.89379, 1.44653], [0.27368, -4.15060, -0.09155], [-1.30998, -3.32315, -0.09189], [1.71149, -4.15648, 1.72979], [4.58884, -1.39150, 3.28883], [1.30262, 1.14814, 0.90151], [6.76000, 2.23358, 4.62484], [6.76362, 4.70989, 4.70235], [4.99454, 6.01615, 3.63898], [3.09692, 4.89036, 2.47486], [2.19435, 2.32933, 1.84782], [-2.09636, 2.62605, 3.85946], [-2.56082, 3.54725, 1.77058], [-1.10614, 2.25277, -0.12422], [0.69177, 2.98266, 0.39023], [-4.63573, 2.65441, 1.23465], [2.28748, -2.27352, -5.81903], [2.74985, -1.31202, -4.93521], [3.86904, -0.83293, -5.08746], [1.85113, -0.97997, -3.84126], [2.04772, 0.20241, -3.10196], [1.16939, 0.54999, -2.11190], [0.10353, -0.20084, -1.75686], [-0.06262, -1.35622, -2.43202], [0.75183, -1.77194, -3.45118], [2.84130, -2.37517, -6.65443], [1.29426, -2.37731, -5.93341], [2.88239, 0.84066, -3.34569], [1.28810, 1.49063, -1.57876], [-0.91205, -1.96436, -2.13578], [0.55217, -2.71759, -3.93366]],
  "mulliken_spin": [2.559, 0.000, -0.001, -0.001, -0.013, 0.002, 0.001, -0.057, 0.141, -0.021, 0.084, 0.032, -0.005, 0.033, 0.033, -0.135, 0.000, 0.000, 0.000, 0.000, 0.001, 0.000, 0.012, 0.003, 0.002, 0.005, -0.001, 0.000, 0.005, 0.014, -0.011, -0.015, -0.001, 0.002, 0.000, 0.000, -0.002, 0.014, 0.024, 0.001, 0.001, 0.000, 0.000, 0.000, 0.000, 0.001, -0.002, 0.003, 0.001, 0.003, -0.009, 0.000, 0.000, 0.017, 0.000, 0.000, 0.000, -0.001, 0.002, 0.027, 0.018, -0.039, 0.017, 0.010, 0.010, 0.006, 0.036, 0.128, -0.055, 0.168, -0.121, 0.133, -0.076, -0.001, 0.001, -0.004, 0.009, 0.018, -0.004],
  "homo_ev": [-0.977, -1.196],
  "gap_ev": [4.4, 4.7],
  "e_above_lowest_kj_mol": 127.9,
  "total_charge": -2,
  "s2": 3.81,
  "total_energy_ha": -7574.37172,
  "spin_multiplicity": 4
}

(2)
{
  "formula": "C4H5I2N2O2S",
  "method": "the ωB97M-V functional and the def2-TZVPD basis",
  "elements": ["C", "C", "C", "C", "N", "N", "O", "O", "S", "I", "I", "H", "H", "H", "H", "H"],
  "xyz": [[0.35353, 0.14902, -0.11079], [-0.13209, -2.20835, 0.01063], [2.66942, 0.78636, -0.08344], [-2.16949, 1.62329, 0.07438], [-0.52590, -0.84750, 0.01414], [1.68399, -0.17400, -0.23541], [0.95273, -2.70967, 0.07288], [2.35539, 1.87778, 0.06108], [-0.28385, 1.75257, 0.11721], [-1.93098, -3.40389, 0.06434], [4.54246, -0.11727, 0.08097], [-2.47809, 2.72199, 0.29547], [-2.56913, 1.02153, 0.90029], [-2.78068, 1.39007, -0.93848], [-1.45266, -0.58259, -0.07792], [1.76535, -1.27934, -0.24534]],
  "nbo_charge": [0.372, 0.575, 0.554, -0.823, -0.635, -0.655, -0.507, -0.491, 0.474, 0.184, 0.208, 0.296, 0.244, 0.280, 0.451, 0.475],
  "homo_ev": -13.614,
  "gap_ev": 8.5,
  "e_above_lowest_kj_mol": 0.0,
  "total_charge": 1,
  "total_energy_ha": -1408.71521,
  "spin_multiplicity": 1
}

(3)
{
  "formula": "C5H10O2",
  "method": "the ωB97M-V functional and the def2-TZVPD basis",
  "elements": ["C", "C", "O", "C", "C", "C", "O", "H", "H", "H", "H", "H", "H", "H", "H", "H", "H"],
  "xyz": [[-1.63513, -1.49735, 0.00018], [-1.05032, -0.64989, 1.09309], [0.48645, -0.27230, -1.61555], [1.45742, 0.41700, -1.39988], [2.05853, 0.68694, -0.05116], [-0.89797, 0.67421, 1.07499], [-1.15317, 1.52472, 0.04042], [-0.89748, -2.18745, -0.42270], [-2.02111, -0.90131, -0.83315], [-2.46988, -2.08921, 0.39235], [-0.71637, -1.16096, 1.99272], [1.96039, 0.92230, -2.24860], [3.14992, 0.65698, -0.11818], [1.68822, -0.01540, 0.69651], [1.76896, 1.70326, 0.24826], [-0.51261, 1.22040, 1.93269], [-1.23651, 0.99877, -0.76838]],
  "nbo_charge": [-0.639, -0.303, -0.555, 0.463, -0.736, 0.131, -0.698, 0.226, 0.201, 0.214, 0.206, 0.104, 0.228, 0.245, 0.250, 0.176, 0.488],
  "homo_ev": -8.519,
  "gap_ev": 9.5,
  "e_above_lowest_kj_mol": 200.8,
  "total_energy_ha": -346.94894,
  "spin_multiplicity": 1
}